Entry from the OMol25 dataset: the molecule CH2Cl2O2 in a non-equilibrium geometry (wB97M-V/def2-TZVPD).

Last column: Mulliken charge in e.
Atoms and positions in Å:
O -0.8969 0.1428 0.3234  -0.32
O 0.2830 -0.6292 0.6956  -0.24
C 1.5085 -0.0754 -0.1871  0.15
Cl 2.9685 -1.1207 0.0515  -0.12
Cl 1.7094 1.6182 0.2676  -0.11
H -0.8808 0.6218 1.0929  0.33
H 1.0553 -0.2572 -1.1515  0.31

Computed properties:
HOMO energy, eV: -11.10
Maximum force, hartree/bohr: 0.076
ΔE to the lowest compared entry with this formula, charge and spin, kJ/mol: 389.7
2S+1: 1
Kohn-Sham gap, eV: 11.7